Molecular formula: C22H42BiNP3S2
Method: DFT, ωB97M-V/def2-TZVPD

Summary:
- HOMO level: -0.59425 Eh
- Relative energy (zero: lowest compared OMol25 entry of this formula, charge and spin): 137.5 kJ/mol
- Frontier orbital gap: 4.73 eV

ORCA input file:
```
! RIJCOSX wB97M-V def2-TZVPD def2/J DEFGRID3
* xyz 3 1
Bi 0.7020 -0.8989 -1.6088
P -0.3375 -0.2390 1.7916
P 3.0737 0.3747 0.5447
P -2.0407 -1.4819 -1.3308
H 2.9683 -3.2979 -4.2241
C 1.8889 -3.3663 -4.2263
C 1.4409 -2.2658 -5.1462
H 1.4583 -1.2519 -4.7032
C -0.4131 -1.7831 2.8017
C 0.4519 0.8042 3.0902
C -2.0502 0.3710 2.1221
C 4.5194 0.5130 -0.5914
C 3.3934 1.9283 1.4877
C 3.7845 -0.7615 1.8560
C -2.3849 -2.2697 -2.9346
C -3.3665 -0.2273 -1.2363
C -2.6433 -2.7381 -0.1604
H 1.6218 -4.3738 -4.6670
H 2.1664 -2.2852 -5.9768
H -0.8074 -1.5458 3.8023
H 0.6063 -2.1856 2.8921
H -1.0581 -2.5205 2.3048
H -0.1467 0.7082 4.0081
H 0.4435 1.8550 2.7730
H 1.4788 0.4789 3.2942
H -2.1391 0.5991 3.1949
H -2.8039 -0.3821 1.8594
H -2.2263 1.2925 1.5517
H 5.4629 0.6176 -0.0322
H 4.3626 1.4074 -1.2124
H 4.5519 -0.3750 -1.2408
H 4.2630 1.7865 2.1480
H 2.5109 2.1780 2.0915
H 3.5994 2.7381 0.7741
H 4.6785 -0.3190 2.3294
H 4.0595 -1.7471 1.4594
H 3.0067 -0.9236 2.6189
H -3.3953 -2.7018 -2.9308
H -1.6499 -3.0583 -3.1262
H -2.3027 -1.5347 -3.7436
H -4.3439 -0.7035 -1.4107
H -3.1983 0.5375 -2.0025
H -3.3834 0.2738 -0.2610
H -3.5796 -3.1710 -0.5346
H -2.8248 -2.3167 0.8328
H -1.9001 -3.5344 -0.0657
C 1.4857 -3.1955 -2.8161
C 0.8150 -4.2404 -2.1384
C 1.1070 -4.4648 -0.7808
C 2.0975 -3.7242 -0.1075
C 2.8787 -2.7741 -0.7677
C 2.4990 -2.3976 -2.1014
S -0.0514 -2.7520 -6.1975
H -0.2033 -1.4896 -6.4979
H 0.1670 -4.9745 -2.6455
H 0.5816 -5.2388 -0.2279
H 2.3037 -3.9109 0.9651
H 3.7467 -2.2520 -0.3782
H 3.1364 -1.6911 -2.6360
S 0.1294 2.0376 -1.9648
C -0.6802 2.8357 -0.7099
N 0.0822 3.3704 0.3142
C -0.4456 4.0682 1.3533
C -1.8155 4.2811 1.4166
C -2.6259 3.7479 0.3935
C -2.0555 3.0513 -0.6565
H 1.0971 3.2576 0.2458
H 0.2524 4.4765 2.0792
H -2.2447 4.8364 2.2440
H -3.7055 3.9104 0.4287
H -2.6394 2.7052 -1.5162
*
```

=====

Molecular formula: C4H9N2S2
Method: DFT, ωB97M-V/def2-TZVPD

Summary:
- HOMO level (alpha / beta): -0.43982 / -0.46300 Eh
- Relative energy (zero: lowest compared OMol25 entry of this formula, charge and spin): 263.3 kJ/mol
- Frontier orbital gap (alpha / beta): 6.01 / 7.20 eV

ORCA input file:
```
! RIJCOSX wB97M-V def2-TZVPD def2/J DEFGRID3
* xyz 1 1
C -0.6737 -1.0128 -1.4193
C 0.9544 -0.0013 0.0141
C 0.0591 1.4520 1.9518
C 1.2476 0.8784 1.1717
N -0.2462 -0.4108 -0.2657
N 0.2999 -1.4858 -2.2750
S -2.2642 -1.3316 -1.9971
S -3.9580 -0.7152 -1.2435
H 1.7693 -0.0789 -0.7710
H 0.3838 2.0318 2.8958
H -0.5139 0.7338 2.4851
H -0.6338 2.1171 1.3513
H 1.8027 0.4079 2.0129
H 1.7042 1.6779 0.6015
H -1.0261 -0.3417 0.5204
H 1.0897 -2.0521 -1.8374
H 0.0052 -1.8686 -3.1957
*
```

=====

Molecular formula: C39H67Br2N5O7
Method: DFT, ωB97M-V/def2-TZVPD

Summary:
- HOMO level: -0.33102 Eh
- Frontier orbital gap: 8.76 eV

ORCA input file:
```
! RIJCOSX wB97M-V def2-TZVPD def2/J DEFGRID3
* xyz 0 1
C 2.3248 -2.0604 -1.6968
C 1.1161 -1.4341 -2.4097
C 0.9244 0.0724 -2.1600
Br 1.9891 1.0546 -3.4690
C 1.1716 0.5314 -0.7344
C 2.1679 1.3990 -0.3982
C 2.3683 1.8249 0.9268
N 3.3315 2.7469 1.1918
C 3.4261 3.1273 2.4259
C 2.5912 2.6318 3.4768
C 2.8019 3.0708 4.8945
C 3.6610 2.0839 5.7204
N 3.7909 2.6749 7.0481
N 4.9816 1.8521 5.1118
N 3.0228 0.7943 5.8714
N 1.6452 1.7692 3.2281
C 1.5178 1.3553 1.9385
C 0.4912 0.4630 1.5886
C 0.3110 0.0525 0.3044
C -0.8137 -0.9064 -0.0369
C -1.8487 -1.0105 1.0448
O -2.7833 -0.3011 1.2036
Br -1.5479 -2.5159 2.2714
H 2.0348 -2.9646 -1.1634
H 2.8063 -1.3717 -1.0062
H 3.0732 -2.3649 -2.4263
H 1.2366 -1.5669 -3.4786
H 0.1865 -1.9438 -2.1631
H -0.1005 0.3395 -2.4164
H 2.8316 1.8026 -1.1456
H 4.1728 3.8785 2.6626
H 1.8277 3.1400 5.3749
H 3.2608 4.0599 4.9217
H 4.6321 3.2316 7.1089
H 3.8390 1.9279 7.7281
H 4.9102 1.1909 4.3464
H 5.3180 2.7182 4.7073
H 3.2829 0.1549 5.1353
H 2.0161 0.8807 5.8639
H -0.1581 0.1258 2.3858
H -0.4050 -1.8897 -0.2583
H -1.3396 -0.5499 -0.9248
C -0.4936 3.9380 0.2049
C -1.2932 4.7615 -0.8022
C -0.9151 6.1802 -0.4027
O 0.4262 6.1118 0.0970
C 0.7931 4.7485 0.3035
H -0.3165 2.9081 -0.1082
H -1.0062 3.9187 1.1700
H -0.9531 4.5459 -1.8183
H -2.3678 4.5933 -0.7553
H -1.5750 6.5531 0.3842
H -0.9441 6.8797 -1.2395
H 1.5106 4.4469 -0.4682
H 1.2791 4.6582 1.2754
C -0.0261 -4.3095 -7.0203
C 0.8285 -5.1782 -6.0963
C 1.5053 -4.1262 -5.2275
O 0.5765 -3.0468 -5.1189
C -0.4834 -3.2107 -6.0709
H -0.8608 -4.8414 -7.4738
H 0.5879 -3.8899 -7.8200
H 0.1874 -5.8212 -5.4878
H 1.5435 -5.8103 -6.6207
H 2.4288 -3.7682 -5.6960
H 1.7427 -4.4837 -4.2234
H -1.3947 -3.5041 -5.5386
H -0.6712 -2.2615 -6.5666
C 0.0352 -7.8493 -1.6194
C -0.7356 -7.0592 -2.6760
C -0.1904 -5.6543 -2.4604
O 1.1588 -5.8106 -2.0183
C 1.4011 -7.1763 -1.6718
H 0.0869 -8.9178 -1.8221
H -0.4201 -7.7086 -0.6370
H -0.4777 -7.4174 -3.6756
H -1.8172 -7.1119 -2.5634
H -0.7576 -5.1217 -1.6882
H -0.1946 -5.0479 -3.3673
H 2.0376 -7.6306 -2.4388
H 1.9315 -7.2077 -0.7198
C 2.4843 -2.5368 8.7199
C 4.0075 -2.4356 8.7865
C 4.2054 -0.9277 8.8676
O 3.0677 -0.4113 9.5632
C 2.0622 -1.4180 9.6637
H 2.0952 -3.5088 9.0203
H 2.1376 -2.3263 7.7059
H 4.3795 -2.9204 9.6919
H 4.5131 -2.8785 7.9297
H 4.2391 -0.4785 7.8702
H 5.1072 -0.6421 9.4116
H 2.0125 -1.7723 10.6996
H 1.0982 -0.9791 9.4031
C -6.4925 6.2678 0.5280
C -6.0866 5.2210 1.5640
C -4.6222 4.9956 1.2118
O -4.1386 6.2402 0.7026
C -5.2339 7.1220 0.4492
H -7.3729 6.8436 0.8086
H -6.6882 5.7904 -0.4345
H -6.1749 5.6331 2.5713
H -6.6745 4.3059 1.5170
H -4.5151 4.2266 0.4383
H -4.0145 4.7070 2.0702
H -5.2405 7.9091 1.2106
H -5.0913 7.5871 -0.5268
C -4.0701 0.5918 -6.6231
C -4.7274 -0.0045 -7.8667
C -3.6862 -1.0280 -8.3004
O -3.0534 -1.4839 -7.1023
C -3.4101 -0.6357 -6.0094
H -4.7720 1.0734 -5.9444
H -3.3137 1.3250 -6.9103
H -5.6610 -0.5031 -7.5983
H -4.9428 0.7286 -8.6423
H -2.9309 -0.5739 -8.9506
H -4.1171 -1.8856 -8.8178
H -4.1032 -1.1731 -5.3529
H -2.5087 -0.3987 -5.4414
*
```

=====

Molecular formula: C10H12O
Method: DFT, ωB97M-V/def2-TZVPD

Summary:
- HOMO level: -0.25328 Eh
- Relative energy (zero: lowest compared OMol25 entry of this formula, charge and spin): 494.8 kJ/mol
- Frontier orbital gap: 7.74 eV

ORCA input file:
```
! RIJCOSX wB97M-V def2-TZVPD def2/J DEFGRID3
* xyz 0 1
C 1.1811 -2.1531 0.1632
C 2.4995 -1.5386 0.2185
C -1.2602 -1.1446 -0.1653
C -0.5268 -0.0450 -0.2780
C 0.1027 -1.4189 -0.0703
C 2.8144 -0.3671 -0.1612
C -2.5597 -1.8103 -0.1043
C 0.1483 2.1029 -1.2327
C 0.0808 1.5858 1.2985
C -0.5933 1.3789 -0.1344
O 2.8212 0.7456 -0.3895
H 1.0218 -3.2416 0.1382
H 3.3866 -2.1916 0.3140
H -3.0211 -1.8576 0.9790
H -3.3380 -1.2326 -0.6501
H -2.5336 -2.7944 -0.3780
H 1.2583 1.9262 -1.3129
H 0.0308 3.2531 -0.9886
H -0.4716 2.0516 -2.1729
H -0.2564 2.5603 1.6135
H 1.1811 1.6338 1.2530
H -0.3650 0.7948 2.1310
H -1.6008 1.7625 -0.0709
*
```

=====

no.,energy (Ha)
1,-2952.22836
2,-1063.36416
3,-7474.67818
4,-463.29678